Record 1
The following is a DFT calculation (the ωB97M-V functional and the def2-TZVPD basis) of the molecule C6H11N.

Summary:
- Net charge: 0
- HOMO-LUMO gap: 8.42 eV
- SMILES: C=C/C=C(\C)NC

Last column: Mulliken charge in e.
Element x y z (Å)
1 C -1.89 1.56 -1.34  -0.8414
2 N -0.52 1.04 -1.20  -0.2840
3 C -0.07 0.32 -0.06  0.8413
4 C 0.95 -0.50 -0.21  -0.4084
5 C 1.58 -1.27 0.90  -0.0080
6 C 2.49 -2.21 0.67  -0.9392
7 C -0.84 0.63 1.19  -1.5039
8 H -2.52 1.14 -0.51  0.2642
9 H -2.34 1.20 -2.31  0.2933
10 H -2.02 2.64 -1.48  0.2357
11 H -0.32 0.60 -2.08  0.2776
12 H 1.48 -0.81 -1.06  0.2696
13 H 1.12 -1.11 1.85  0.2349
14 H 3.04 -2.88 1.35  0.2666
15 H 2.78 -2.40 -0.38  0.1821
16 H -1.44 -0.27 1.44  0.2874
17 H -0.12 0.75 2.03  0.3822
18 H -1.36 1.60 1.22  0.4499

---

Record 2
The following is a DFT calculation (the ωB97M-V functional and the def2-TZVPD basis) of the molecule C3H5ClS.

Summary:
- Net charge: 0
- HOMO-LUMO gap: 8.48 eV
- SMILES: C[C@H](Cl)C=S

Last column: Mulliken charge in e.
Element x y z (Å)
1 C -2.47 0.53 -0.53  -0.1847
2 C 0.22 -0.27 -0.48  -1.0474
3 C -0.75 0.84 -0.88  -0.0267
4 S -2.82 -0.72 0.34  -0.2422
5 Cl -0.63 2.23 0.37  -0.2002
6 H -2.94 1.42 -0.73  0.4043
7 H -0.18 -0.62 0.50  0.2694
8 H 0.01 -1.15 -1.07  0.3183
9 H 1.24 -0.14 -0.44  0.3686
10 H -0.66 1.46 -1.87  0.3406

---

Record 3
The following is a DFT calculation (the ωB97M-V functional and the def2-TZVPD basis) of C29H31FIrN4Se as an isolated structure.

Summary:
- Net charge: 0
- HOMO-LUMO gap (spin up / spin down): 2.74 / 2.73 eV
- 2S+1: 2
- <S²>: 0.760

Last column: Mulliken charge in e.
Element x y z (Å)
1 Ir -0.30 -0.05 -0.57  1.4572
2 C -2.73 1.27 3.55  -1.5574
3 C -1.71 1.43 2.46  0.6732
4 C -2.06 2.07 1.26  -0.1449
5 C -1.14 2.26 0.26  -1.0882
6 C 0.21 1.84 0.43  -0.5924
7 C 0.54 1.14 1.59  -0.7734
8 C -0.42 0.95 2.60  0.0167
9 H -2.28 0.86 4.46  0.3317
10 H -3.53 0.59 3.23  0.1797
11 H -3.19 2.23 3.80  0.4801
12 H -3.08 2.41 1.12  0.4084
13 H -1.43 2.82 -0.63  0.3857
14 H 0.99 2.23 -0.22  0.6953
15 H 1.56 0.81 1.76  0.5039
16 H -0.15 0.42 3.50  0.3212
17 Se -3.07 -1.26 -3.16  0.2583
18 N -2.49 -0.75 -4.75  -0.8720
19 C -1.34 -0.10 -4.54  0.4822
20 C -0.46 0.47 -5.50  -0.5639
21 C 0.69 1.06 -5.05  -0.6372
22 C 0.99 1.11 -3.66  -0.4398
23 N 0.19 0.62 -2.75  -0.2950
24 C -0.93 0.01 -3.18  0.5362
25 N -1.71 -0.54 -2.25  -0.2486
26 H -0.70 0.41 -6.56  0.4550
27 H 1.38 1.49 -5.75  0.3883
28 H 1.90 1.58 -3.31  0.4486
29 C -0.83 -3.01 3.55  -0.6822
30 N -0.53 -4.08 2.62  0.0254
31 C -1.69 -4.94 2.42  -0.9169
32 C -0.03 -3.60 1.33  -0.5997
33 C 1.32 -2.91 1.42  0.1688
34 C 2.21 -3.23 2.43  -0.3357
35 C 3.44 -2.59 2.55  -0.6305
36 C 3.78 -1.61 1.64  -0.6766
37 C 2.92 -1.32 0.60  -0.4092
38 C 1.70 -1.98 0.45  0.2904
39 H -1.17 -3.44 4.49  0.4881
40 H -1.63 -2.34 3.17  -0.0926
41 H 0.05 -2.40 3.74  0.2291
42 H -2.05 -5.29 3.39  0.3172
43 H -1.41 -5.80 1.82  0.3288
44 H -2.52 -4.41 1.91  0.2744
45 H -0.76 -2.94 0.86  -0.0896
46 H 0.07 -4.48 0.68  0.4896
47 H 1.92 -4.00 3.14  0.4805
48 H 4.12 -2.87 3.35  0.4089
49 H 4.73 -1.08 1.73  0.3991
50 H 3.20 -0.57 -0.14  0.3851
51 F -7.89 -3.29 1.16  -0.3593
52 C -6.62 -2.80 1.15  0.2473
53 C -6.03 -2.48 -0.05  -0.5710
54 C -4.74 -1.98 -0.07  0.1179
55 C -3.98 -1.79 1.13  0.7490
56 C -2.67 -1.30 1.12  0.1241
57 C -4.65 -2.14 2.34  -0.2190
58 C -5.94 -2.64 2.35  -0.7289
59 H -6.60 -2.62 -0.97  0.4459
60 H -4.28 -1.73 -1.01  -0.3970
61 H -2.21 -1.06 0.17  -0.9599
62 H -2.12 -1.14 2.03  0.1813
63 H -4.12 -2.02 3.28  0.3101
64 H -6.43 -2.91 3.28  0.4208
65 C 0.90 -1.72 -0.78  -1.3037
66 H 0.23 -2.53 -1.07  0.5005
67 H 1.53 -1.45 -1.62  0.7808

---

Record 4
The following is a DFT calculation (the ωB97M-V functional and the def2-TZVPD basis) of C31H26BCrN10O2 as an isolated structure.

Summary:
- Net charge: +1
- HOMO-LUMO gap (spin up / spin down): 6.39 / 6.43 eV
- 2S+1: 5
- <S²>: 6.018

Last column: Mulliken charge in e.
Element x y z (Å)
1 Cr -0.04 0.63 0.73  0.5058
2 C -3.51 -1.63 2.92  -0.8098
3 C -2.41 -0.82 2.72  -0.4172
4 N -1.99 -0.49 1.48  0.6413
5 C -2.73 -0.92 0.43  0.1749
6 C -3.78 -1.77 0.70  -0.2943
7 N -4.26 -2.11 1.90  -0.5877
8 C -2.23 -0.63 -0.99  0.1022
9 C -2.82 -1.05 -2.16  -0.3793
10 C -2.20 -0.67 -3.34  0.7357
11 C -1.07 0.12 -3.35  -0.3893
12 C -0.51 0.47 -2.15  0.8162
13 N -1.11 0.10 -0.99  0.4339
14 C 0.81 1.08 -1.95  -1.0212
15 C 1.56 1.55 -2.97  -1.0326
16 N 2.62 2.47 -2.74  -0.5709
17 C 3.16 2.36 -1.58  -0.4976
18 C 2.67 1.31 -0.61  1.0870
19 N 1.27 1.31 -0.69  0.3665
20 C -2.86 -1.00 -4.67  -0.1037
21 C -2.09 -1.64 -5.59  -0.4193
22 C -2.69 -2.03 -6.78  -0.3719
23 N -3.95 -1.76 -7.18  -0.5792
24 C -4.69 -1.04 -6.26  -0.3549
25 C -4.14 -0.63 -5.03  -0.3804
26 H -3.81 -1.81 3.94  0.4288
27 H -1.86 -0.42 3.53  0.6861
28 H -4.25 -2.16 -0.18  0.3603
29 H -3.66 -1.79 -2.20  0.3218
30 H -0.58 0.52 -4.25  0.5577
31 H 1.14 1.43 -3.98  0.3322
32 H 3.88 3.15 -1.32  0.4065
33 H 3.14 0.32 -0.90  0.0252
34 H -1.02 -1.94 -5.40  0.3254
35 H -2.08 -2.59 -7.47  0.3700
36 H -5.74 -0.84 -6.50  0.3696
37 H -4.81 0.05 -4.44  0.3590
38 O 0.51 1.88 2.42  -0.9667
39 B 1.67 1.14 2.79  0.8406
40 O 1.46 0.50 4.03  -0.5613
41 C 0.22 0.87 4.42  0.6751
42 C -0.45 0.49 5.56  -0.7214
43 C -1.78 0.95 5.66  -0.7946
44 C -2.32 1.80 4.73  -0.5158
45 C -1.63 2.21 3.58  -0.6740
46 C -0.39 1.71 3.50  0.5612
47 H 0.03 -0.08 6.34  0.5087
48 H -2.32 0.65 6.55  0.4271
49 H -3.33 2.12 4.83  0.4435
50 H -2.11 2.88 2.90  0.5818
51 N 1.21 -1.93 -0.57  0.0127
52 C 1.74 -3.17 -0.58  -0.2793
53 C 1.71 -3.62 0.74  -0.8942
54 C 1.02 -2.59 1.38  -0.5839
55 N 0.75 -1.55 0.64  0.5893
56 H 1.11 -1.29 -1.35  -0.0973
57 H 2.30 -3.60 -1.41  0.4132
58 H 2.10 -4.51 1.20  0.4285
59 H 0.78 -2.59 2.42  0.5199
60 C 5.36 2.92 0.93  -0.9686
61 N 4.65 1.61 0.82  0.1010
62 C 5.00 0.63 1.75  -1.1669
63 C 3.92 0.22 2.38  -0.3223
64 N 2.81 0.98 2.00  1.0941
65 C 3.23 1.76 0.76  -1.3999
66 H 5.95 3.25 0.05  0.3096
67 H 6.07 2.93 1.76  0.3904
68 H 4.62 3.69 1.12  0.3437
69 H 6.01 0.37 1.83  0.6231
70 H 3.89 -0.56 3.12  0.5422
71 H 2.86 2.82 0.98  0.3436

---

> Which of these has the highest net charge?

C31H26BCrN10O2

---

> Which formula does entry 1 have?

C6H11N

---

Repeat the first record exactly.
The following is a DFT calculation (the ωB97M-V functional and the def2-TZVPD basis) of the molecule C6H11N.

Summary:
- Net charge: 0
- HOMO-LUMO gap: 8.42 eV
- SMILES: C=C/C=C(\C)NC

Last column: Mulliken charge in e.
Element x y z (Å)
1 C -1.89 1.56 -1.34  -0.8414
2 N -0.52 1.04 -1.20  -0.2840
3 C -0.07 0.32 -0.06  0.8413
4 C 0.95 -0.50 -0.21  -0.4084
5 C 1.58 -1.27 0.90  -0.0080
6 C 2.49 -2.21 0.67  -0.9392
7 C -0.84 0.63 1.19  -1.5039
8 H -2.52 1.14 -0.51  0.2642
9 H -2.34 1.20 -2.31  0.2933
10 H -2.02 2.64 -1.48  0.2357
11 H -0.32 0.60 -2.08  0.2776
12 H 1.48 -0.81 -1.06  0.2696
13 H 1.12 -1.11 1.85  0.2349
14 H 3.04 -2.88 1.35  0.2666
15 H 2.78 -2.40 -0.38  0.1821
16 H -1.44 -0.27 1.44  0.2874
17 H -0.12 0.75 2.03  0.3822
18 H -1.36 1.60 1.22  0.4499

---

What did the first record say?
The following is a DFT calculation (the ωB97M-V functional and the def2-TZVPD basis) of the molecule C6H11N.

Summary:
- Net charge: 0
- HOMO-LUMO gap: 8.42 eV
- SMILES: C=C/C=C(\C)NC

Last column: Mulliken charge in e.
Element x y z (Å)
1 C -1.89 1.56 -1.34  -0.8414
2 N -0.52 1.04 -1.20  -0.2840
3 C -0.07 0.32 -0.06  0.8413
4 C 0.95 -0.50 -0.21  -0.4084
5 C 1.58 -1.27 0.90  -0.0080
6 C 2.49 -2.21 0.67  -0.9392
7 C -0.84 0.63 1.19  -1.5039
8 H -2.52 1.14 -0.51  0.2642
9 H -2.34 1.20 -2.31  0.2933
10 H -2.02 2.64 -1.48  0.2357
11 H -0.32 0.60 -2.08  0.2776
12 H 1.48 -0.81 -1.06  0.2696
13 H 1.12 -1.11 1.85  0.2349
14 H 3.04 -2.88 1.35  0.2666
15 H 2.78 -2.40 -0.38  0.1821
16 H -1.44 -0.27 1.44  0.2874
17 H -0.12 0.75 2.03  0.3822
18 H -1.36 1.60 1.22  0.4499